[1]
The following is a DFT calculation (ωB97M-V/def2-TZVPD) of a molecular structure, C59H44F4N2O2P2Pd.

Atoms and positions in Å:
C  -0.02  2.23  4.86
C  -0.96  2.99  4.21
N  -1.83  3.55  3.63
C  1.20  2.80  5.29
C  2.25  1.96  5.79
C  3.52  2.45  5.97
C  3.77  3.81  5.68
N  5.12  4.24  5.47
O  5.32  5.43  5.13
O  6.05  3.41  5.61
C  2.73  4.71  5.36
C  1.46  4.21  5.16
H  -0.23  1.19  5.08
H  2.04  0.91  5.97
H  4.36  1.83  6.29
H  2.98  5.76  5.25
H  0.65  4.89  4.87
F  4.82  1.34  2.46
C  3.55  1.83  2.24
C  3.43  3.14  1.79
C  2.13  3.57  1.49
F  1.97  4.84  0.98
C  1.01  2.78  1.68
C  1.17  1.46  2.18
C  0.03  0.58  2.39
C  0.17  -0.76  2.14
C  -0.77  -1.72  1.55
C  -2.18  -1.81  1.96
C  -2.96  -2.90  1.50
C  -4.30  -2.96  1.82
F  -5.05  -4.02  1.36
C  -4.95  -2.01  2.61
C  -4.15  -0.97  3.08
F  -4.73  0.05  3.81
C  -2.78  -0.89  2.84
Pd  -0.72  -1.44  -0.62
P  1.29  -1.64  -1.59
C  2.51  -2.23  -0.38
C  2.35  -3.52  0.16
C  3.25  -4.00  1.12
C  4.30  -3.19  1.55
C  4.46  -1.91  1.02
C  3.58  -1.43  0.05
C  1.31  -2.87  -2.93
C  2.45  -3.65  -3.17
C  2.44  -4.62  -4.17
C  1.30  -4.81  -4.95
C  0.16  -4.03  -4.73
C  0.17  -3.05  -3.74
C  1.97  -0.10  -2.26
C  2.71  -0.11  -3.46
C  3.28  1.07  -3.93
C  3.12  2.26  -3.22
C  2.37  2.28  -2.04
C  1.80  1.10  -1.56
P  -2.27  -0.32  -1.81
C  -2.59  1.29  -1.04
C  -2.39  2.51  -1.71
C  -2.54  3.71  -1.02
C  -2.88  3.70  0.34
C  -3.17  2.50  0.98
C  -3.02  1.30  0.29
C  -1.93  -0.05  -3.56
C  -2.74  -0.60  -4.56
C  -2.35  -0.52  -5.90
C  -1.17  0.14  -6.24
C  -0.38  0.74  -5.25
C  -0.78  0.67  -3.92
C  -3.81  -1.27  -1.71
C  -5.04  -0.65  -1.40
C  -6.20  -1.42  -1.33
C  -6.15  -2.80  -1.57
C  -4.94  -3.41  -1.88
C  -3.77  -2.65  -1.96
C  2.47  1.01  2.48
H  4.29  3.79  1.66
H  0.02  3.16  1.43
H  -0.94  1.07  2.53
H  1.15  -1.22  2.32
H  -0.29  -2.71  1.42
H  -2.51  -3.66  0.86
H  -6.01  -2.05  2.83
H  -2.20  -0.08  3.28
H  1.51  -4.14  -0.17
H  3.11  -5.00  1.52
H  5.01  -3.56  2.29
H  5.28  -1.27  1.35
H  3.72  -0.44  -0.38
H  3.35  -3.49  -2.57
H  3.33  -5.23  -4.34
H  1.30  -5.58  -5.73
H  -0.73  -4.18  -5.33
H  -0.71  -2.42  -3.57
H  2.84  -1.04  -4.01
H  3.86  1.05  -4.85
H  3.57  3.18  -3.59
H  2.25  3.21  -1.48
H  1.21  1.11  -0.64
H  -2.13  2.51  -2.77
H  -2.39  4.66  -1.54
H  -2.92  4.64  0.91
H  -3.48  2.49  2.02
H  -3.22  0.35  0.80
H  -3.68  -1.09  -4.30
H  -2.96  -1.00  -6.67
H  -0.86  0.20  -7.29
H  0.54  1.25  -5.52
H  -0.18  1.16  -3.15
H  -5.08  0.42  -1.23
H  -7.15  -0.94  -1.09
H  -7.06  -3.40  -1.50
H  -4.89  -4.48  -2.07
H  -2.82  -3.13  -2.19
H  2.62  0.01  2.91

The calculation puts the lowest unoccupied orbital energy at -3.01 eV. As for the HOMO-LUMO gap: 3.21 eV. As for the multiplicity: 1.

[2]
The following is a DFT calculation (ωB97M-V/def2-TZVPD) of 2 unconnected molecules or ions with the total composition C6H12BrNO4.

Atoms and positions in Å:
C  -0.45  2.29  -1.11
C  1.69  -0.73  0.90
C  0.58  -2.44  -0.46
C  -0.49  1.80  0.27
C  0.62  -0.94  -0.22
C  -0.75  -0.38  0.08
N  -1.33  -0.41  1.36
O  -0.69  -0.79  2.29
O  -2.51  -0.02  1.43
O  -1.48  2.09  1.18
O  1.00  -0.27  -1.46
Br  -1.95  -0.49  -1.36
H  -0.27  3.38  -0.92
H  0.41  1.98  -1.58
H  -1.25  2.10  -1.83
H  1.66  0.29  1.16
H  2.54  -1.06  0.44
H  1.31  -1.40  1.64
H  -0.15  -2.71  0.28
H  1.69  -2.62  -0.22
H  0.35  -2.53  -1.51
H  0.36  1.76  0.79
H  -2.39  2.02  0.82
H  1.50  -0.90  -1.95

The calculation puts the lowest unoccupied orbital energy at 0.14 eV. The relative energy (zero: lowest compared OMol25 entry of this formula, charge and spin) is 111.5 kJ/mol. As for the HOMO-LUMO gap: 8.92 eV. As for the multiplicity: 1.

[3]
The following is a DFT calculation (ωB97M-V/def2-TZVPD) of 2 unconnected molecules or ions with the total composition CH3Br2P.

Atoms and positions in Å:
C  -0.89  0.63  0.23
P  -0.33  0.18  1.73
Br  -1.36  -0.81  -1.12
Br  2.16  0.25  -1.74
H  -0.86  1.48  -0.22
H  1.77  -0.48  -0.73
H  -0.49  -1.25  1.86

The calculation puts the lowest unoccupied orbital energy at -0.61 eV. The relative energy (zero: lowest compared OMol25 entry of this formula, charge and spin) is 352.7 kJ/mol. The SMILES is [H]/P=C\Br.Br. As for the HOMO-LUMO gap: 9.10 eV. As for the multiplicity: 1.

[4]
The following is a DFT calculation (ωB97M-V/def2-TZVPD) of a molecular structure, C14H27CoN4O10P2.

Atoms and positions in Å:
Co  -0.98  -0.86  0.36
C  -2.14  -3.72  3.22
C  -3.07  -2.57  2.93
O  -4.29  -2.64  3.63
P  -2.37  -0.93  3.36
O  -1.77  -0.94  4.81
O  -3.57  0.08  3.43
O  -1.29  -0.51  2.41
P  -3.43  -2.30  1.13
O  -4.37  -3.54  0.76
O  -4.15  -1.00  1.02
O  -2.16  -2.43  0.30
H  -1.91  -3.75  4.28
H  -1.22  -3.61  2.65
H  -2.61  -4.66  2.93
H  -4.84  -3.34  3.26
H  -2.41  -0.77  5.51
H  -4.20  -0.07  2.71
H  -3.96  -4.13  0.13
C  -1.39  -0.47  -4.43
O  -2.12  0.34  -3.50
C  -1.78  0.22  -2.23
O  -0.87  -0.47  -1.81
N  -2.52  1.03  -1.43
N  -2.39  0.84  -0.04
H  -1.75  -0.17  -5.41
H  -1.60  -1.53  -4.26
H  -0.32  -0.29  -4.35
H  -3.35  1.46  -1.80
H  -3.22  0.34  0.34
H  -2.28  1.73  0.43
C  1.19  3.02  -1.78
C  2.23  2.91  -0.67
N  3.46  2.31  -1.12
C  4.34  3.11  -1.97
C  4.35  2.62  -3.41
C  3.95  1.12  -0.72
O  5.06  0.71  -1.02
C  3.08  0.25  0.16
C  3.65  -0.31  1.31
C  2.88  -1.17  2.08
C  1.58  -1.44  1.69
N  1.04  -0.92  0.59
C  1.79  -0.12  -0.17
H  0.27  3.43  -1.37
H  0.97  2.05  -2.22
H  1.54  3.68  -2.57
H  1.83  2.34  0.17
H  2.47  3.92  -0.30
H  5.35  3.05  -1.56
H  4.00  4.15  -1.92
H  4.71  1.60  -3.45
H  5.01  3.25  -3.99
H  3.35  2.66  -3.85
H  4.67  -0.09  1.56
H  3.29  -1.62  2.97
H  0.94  -2.08  2.28
H  1.34  0.21  -1.10

The calculation puts the lowest unoccupied orbital energy (spin up / spin down) at -3.89 / -3.06 eV. The relative energy (zero: lowest compared OMol25 entry of this formula, charge and spin) is 68.8 kJ/mol. As for the HOMO-LUMO gap (spin up / spin down): 7.92 / 8.75 eV. As for the multiplicity: 2. Its net charge is +1.

[5]
The following is a DFT calculation (ωB97M-V/def2-TZVPD) of a molecular structure, C42H51LaN14O.

Atoms and positions in Å:
La  1.28  -0.20  0.88
C  3.84  1.73  -0.88
N  3.62  0.29  -0.70
C  3.71  -0.35  -2.02
C  4.61  -0.23  0.23
C  5.76  -0.88  -0.17
C  6.66  -1.37  0.76
C  6.41  -1.22  2.11
C  5.26  -0.57  2.53
C  4.34  -0.05  1.61
N  3.14  0.56  1.98
C  3.09  1.27  3.16
C  4.22  1.84  3.77
C  4.14  2.51  4.97
C  2.93  2.64  5.63
C  1.78  2.18  5.00
C  1.84  1.53  3.78
N  0.61  1.26  3.03
C  0.23  2.58  2.49
C  -0.46  0.76  3.92
H  4.79  1.92  -1.40
H  3.88  2.23  0.08
H  3.04  2.16  -1.48
H  4.62  -0.04  -2.56
H  2.86  -0.06  -2.62
H  3.73  -1.44  -1.92
H  5.99  -0.99  -1.22
H  7.56  -1.87  0.42
H  7.10  -1.61  2.83
H  5.07  -0.48  3.59
H  5.17  1.78  3.25
H  5.03  2.93  5.40
H  2.86  3.13  6.58
H  0.83  2.34  5.48
H  -0.07  3.26  3.29
H  -0.60  2.48  1.78
H  1.09  3.02  1.98
H  -0.92  1.56  4.50
H  -0.05  0.03  4.62
H  -1.25  0.29  3.33
C  2.91  -3.19  1.94
C  1.60  -3.44  2.70
N  0.66  -2.31  2.54
C  -0.69  -2.74  2.14
C  -0.72  -3.27  0.69
N  0.00  -2.38  -0.25
C  0.94  -3.12  -1.12
C  2.14  -3.65  -0.33
N  2.67  -2.64  0.60
H  3.52  -2.47  2.49
H  3.46  -4.14  1.89
H  1.12  -4.35  2.34
H  1.85  -3.59  3.75
H  0.57  -1.85  3.45
H  -1.08  -3.53  2.80
H  -1.35  -1.88  2.22
H  -0.27  -4.26  0.66
H  -1.77  -3.40  0.40
H  -0.68  -1.95  -0.87
H  0.44  -3.96  -1.62
H  1.29  -2.42  -1.88
H  1.85  -4.54  0.23
H  2.90  -3.97  -1.05
H  3.57  -2.31  0.27
C  -0.84  4.14  -2.88
N  -0.31  2.91  -2.37
C  0.01  2.58  -1.12
N  0.43  1.32  -1.07
C  0.33  0.92  -2.37
N  -0.11  1.86  -3.16
C  -1.86  3.89  -3.97
C  -1.89  4.68  -5.11
C  -2.83  4.44  -6.11
C  -3.72  3.39  -6.00
C  -3.69  2.59  -4.86
C  -2.78  2.86  -3.84
C  -4.57  1.45  -4.71
N  -5.31  0.86  -5.61
N  -5.88  -0.19  -5.02
C  -5.49  -0.21  -3.78
O  -4.65  0.82  -3.52
C  -5.78  -1.17  -2.74
C  -6.40  -2.39  -3.00
C  -6.59  -3.29  -1.97
C  -6.16  -3.00  -0.68
C  -5.56  -1.77  -0.41
C  -5.13  -1.42  1.00
N  -3.98  -0.56  1.03
C  -2.80  -0.70  0.41
N  -1.98  0.29  0.75
C  -2.75  1.04  1.57
N  -3.95  0.55  1.76
C  -5.38  -0.86  -1.44
H  -0.02  4.74  -3.29
H  -1.30  4.69  -2.05
H  -0.03  3.25  -0.28
H  0.56  -0.06  -2.73
H  -1.19  5.49  -5.22
H  -2.85  5.08  -6.98
H  -4.43  3.18  -6.78
H  -2.79  2.24  -2.96
H  -6.74  -2.60  -4.00
H  -7.08  -4.23  -2.16
H  -6.29  -3.72  0.11
H  -4.91  -2.33  1.57
H  -5.93  -0.88  1.51
H  -2.61  -1.48  -0.29
H  -2.49  1.97  2.02
H  -4.94  0.11  -1.24

The calculation puts the lowest unoccupied orbital energy at -4.27 eV. The relative energy (zero: lowest compared OMol25 entry of this formula, charge and spin) is 53.0 kJ/mol. As for the HOMO-LUMO gap: 7.66 eV. As for the multiplicity: 1. Its net charge is +2.

[6]
The following is a DFT calculation (ωB97M-V/def2-TZVPD) of a molecular structure, C54H45BBrF4MnN9O18.

Atoms and positions in Å:
Mn  -0.67  -0.72  -0.58
Br  -1.64  1.52  -0.26
B  0.26  -2.83  -0.48
F  1.01  -3.94  -0.24
F  -0.52  -2.39  0.61
F  1.14  -1.80  -0.78
F  -0.58  -2.88  -1.52
C  -5.43  -0.01  -5.98
C  -4.58  -0.97  -6.56
C  -3.39  -1.33  -5.90
C  -3.02  -0.75  -4.69
C  -3.90  0.18  -4.15
C  -5.03  0.64  -4.84
N  -1.85  -1.23  -3.93
O  -1.15  -2.10  -4.39
O  -1.62  -0.72  -2.80
H  -6.26  0.37  -6.55
H  -4.77  -1.29  -7.57
H  -2.77  -2.15  -6.23
H  -3.83  0.72  -3.21
H  -5.71  1.35  -4.37
C  -5.96  -4.65  1.76
C  -6.64  -3.41  1.45
C  -5.97  -2.46  0.77
C  -4.63  -2.65  0.33
C  -3.95  -3.84  0.65
C  -4.59  -4.74  1.47
N  -3.92  -1.58  -0.33
O  -4.61  -0.79  -0.99
O  -2.72  -1.59  -0.30
H  -6.49  -5.45  2.24
H  -7.70  -3.29  1.65
H  -6.50  -1.56  0.49
H  -2.90  -3.97  0.42
H  -4.12  -5.59  1.93
C  4.34  3.99  -2.61
C  3.18  3.99  -1.82
C  2.30  2.93  -2.01
C  2.51  1.90  -2.88
C  3.72  1.97  -3.66
C  4.63  2.98  -3.46
N  1.63  0.77  -3.08
O  0.87  0.38  -2.16
O  1.69  0.23  -4.17
H  5.09  4.77  -2.58
H  2.91  4.89  -1.29
H  1.49  2.98  -1.30
H  3.93  1.27  -4.46
H  5.48  2.96  -4.13
C  5.46  1.29  1.21
C  5.20  0.74  2.47
C  3.93  0.38  2.84
C  2.93  0.42  1.91
C  3.15  1.05  0.66
C  4.40  1.51  0.32
N  1.60  -0.11  2.27
O  1.44  -0.38  3.48
O  0.75  -0.31  1.30
H  6.50  1.46  0.95
H  6.02  0.60  3.16
H  3.80  0.07  3.86
H  2.32  1.21  -0.01
H  4.59  1.94  -0.65
C  -2.32  -2.52  7.93
C  -1.68  -3.07  6.84
C  -1.79  -2.45  5.60
C  -2.54  -1.26  5.42
C  -3.16  -0.68  6.63
C  -3.09  -1.39  7.80
N  -2.57  -0.55  4.15
O  -2.51  -1.30  3.13
O  -3.06  0.60  4.05
H  -2.24  -2.91  8.94
H  -1.06  -3.94  6.98
H  -1.31  -2.95  4.76
H  -3.83  0.16  6.56
H  -3.65  -1.06  8.66
C  5.14  -1.45  -1.01
C  3.96  -2.11  -1.31
C  3.53  -2.20  -2.60
C  4.25  -1.59  -3.63
C  5.38  -0.82  -3.33
C  5.80  -0.69  -2.01
N  3.70  -1.67  -5.02
O  4.35  -1.24  -5.99
O  2.59  -2.18  -5.26
H  5.42  -1.31  0.02
H  3.45  -2.76  -0.61
H  2.62  -2.70  -2.88
H  5.85  -0.30  -4.16
H  6.56  0.06  -1.87
C  1.60  3.75  2.47
C  2.50  4.58  3.13
C  2.12  5.27  4.31
C  0.81  5.23  4.74
C  -0.12  4.41  3.99
C  0.26  3.69  2.88
N  0.40  5.86  6.00
O  -0.79  6.07  6.18
O  1.31  6.10  6.81
H  1.94  3.05  1.72
H  3.52  4.63  2.80
H  2.88  5.74  4.92
H  -1.13  4.40  4.37
H  -0.38  3.06  2.28
C  -0.01  -5.77  4.82
C  0.87  -5.36  5.83
C  1.83  -4.36  5.61
C  1.95  -3.85  4.26
C  0.94  -4.20  3.30
C  0.00  -5.18  3.59
N  3.04  -2.89  3.92
O  3.77  -2.40  4.83
O  3.27  -2.75  2.71
H  -0.62  -6.63  5.07
H  0.79  -5.79  6.81
H  2.54  -4.17  6.40
H  0.81  -3.81  2.31
H  -0.58  -5.52  2.74
C  -3.24  4.78  -7.85
C  -2.33  5.74  -7.37
C  -1.70  5.37  -6.20
C  -1.89  4.13  -5.54
C  -2.86  3.25  -6.01
C  -3.44  3.55  -7.24
N  -1.16  3.90  -4.30
O  -1.08  2.74  -3.88
O  -0.69  4.92  -3.69
H  -3.66  4.98  -8.82
H  -2.16  6.66  -7.91
H  -0.94  6.02  -5.79
H  -3.05  2.31  -5.51
H  -4.00  2.80  -7.79

The calculation puts the lowest unoccupied orbital energy (spin up / spin down) at -1.06 / -1.06 eV. The relative energy (zero: lowest compared OMol25 entry of this formula, charge and spin) is 146.0 kJ/mol. As for the HOMO-LUMO gap (spin up / spin down): 7.26 / 7.38 eV. As for the multiplicity: 6.

[7]
The following is a DFT calculation (ωB97M-V/def2-TZVPD) of a molecular structure, C24H14BCl2CoN4O4.

Atoms and positions in Å:
Co  -0.13  0.16  0.32
Cl  -4.46  -4.62  2.17
C  -3.54  -3.51  1.21
C  -2.46  -2.85  1.80
C  -1.72  -1.95  1.06
N  -0.64  -1.17  1.50
C  -0.17  -1.09  2.76
O  -0.35  -1.85  3.70
C  0.67  0.16  2.92
C  1.19  0.53  4.14
C  1.84  1.75  4.25
C  1.94  2.56  3.13
C  1.40  2.10  1.94
N  0.80  0.92  1.82
C  -2.03  -1.73  -0.29
C  -3.11  -2.38  -0.87
C  -3.86  -3.27  -0.12
Cl  -5.20  -4.06  -0.87
N  -1.20  -0.76  -0.88
C  -1.05  -0.54  -2.20
O  -1.66  -1.03  -3.13
C  0.08  0.46  -2.43
C  0.33  0.98  -3.69
C  1.38  1.87  -3.84
C  2.15  2.19  -2.73
C  1.83  1.62  -1.51
N  0.81  0.77  -1.36
H  -2.21  -3.04  2.84
H  1.04  -0.14  4.97
H  2.26  2.07  5.19
H  2.41  3.53  3.17
H  1.44  2.71  1.04
H  -3.35  -2.19  -1.90
H  -0.31  0.66  -4.50
H  1.60  2.30  -4.80
H  2.99  2.86  -2.81
H  2.43  1.81  -0.63
O  -1.95  2.39  -0.58
B  -1.65  1.37  0.32
O  -2.74  1.09  1.14
C  -3.75  1.91  0.70
C  -5.04  2.00  1.14
C  -5.86  2.92  0.50
C  -5.39  3.72  -0.54
C  -4.07  3.62  -0.98
C  -3.27  2.70  -0.34
H  -5.40  1.37  1.95
H  -6.90  3.02  0.81
H  -6.05  4.42  -1.01
H  -3.69  4.22  -1.79

The calculation puts the lowest unoccupied orbital energy (spin up / spin down) at -0.77 / -0.77 eV. As for the HOMO-LUMO gap (spin up / spin down): 6.84 / 6.84 eV. As for the multiplicity: 1.